1.
The following is a quantum chemistry calculation of a 13-piece molecular cluster, C69H73BClN13OP overall in a non-equilibrium geometry, from OMol25.

Last column: Mulliken charge in e.
Cartesian coordinates (Å):
1 C 0.8683 -2.8214 3.1215  -0.70
2 P 2.4403 -2.0566 2.3530  -0.26
3 C 2.2909 -0.1617 2.6193  -0.83
4 B 2.5794 -2.3668 0.4690  0.44
5 C 3.4065 -3.7364 0.0626  -0.37
6 C 3.8574 -3.5648 -1.5143  0.40
7 O 4.7615 -2.6484 -1.8841  -0.51
8 Cl 3.1370 -4.5944 -2.9257  -0.26
9 C 1.1090 -2.2822 -0.3354  -0.03
10 C 0.3932 -0.8112 -0.3523  -0.38
11 C -1.0586 -0.7002 -1.1748  -0.52
12 C -1.5988 -2.1024 -1.9076  0.11
13 C -0.6557 -3.4301 -1.7308  -0.28
14 N 0.6396 -3.5544 -0.9796  -0.22
15 H 1.1857 -3.4257 4.0998  0.23
16 H 0.1820 -1.9351 3.5309  0.15
17 H 0.2420 -3.5010 2.3997  0.29
18 H 2.7304 0.1553 3.6816  0.23
19 H 1.1327 0.1087 2.5253  0.16
20 H 2.8580 0.4243 1.7768  0.23
21 H 3.2205 -1.4566 0.0258  -0.17
22 H 2.7912 -4.7231 0.2371  0.27
23 H 4.4028 -3.8310 0.7025  0.20
24 H 0.8868 0.1008 0.1905  0.13
25 H -1.6631 0.3208 -1.2268  0.34
26 H -2.6100 -2.1048 -2.5001  0.29
27 H -1.0433 -4.4171 -2.2807  0.10
28 N -1.4393 1.3613 -3.9444  -0.31
29 C -0.9696 0.1720 -4.3808  -0.38
30 C -1.4349 -0.4702 -5.5172  -0.69
31 C -2.4465 0.1405 -6.2507  -0.08
32 C -2.9521 1.3648 -5.8256  -0.46
33 C -2.4200 1.9307 -4.6782  -0.61
34 H -0.1833 -0.2658 -3.7728  0.73
35 H -1.0189 -1.4236 -5.8225  0.49
36 H -2.8376 -0.3333 -7.1464  0.40
37 H -3.7409 1.8662 -6.3748  0.43
38 H -2.7787 2.8870 -4.3078  0.49
39 N 2.7413 3.5039 -4.4971  -0.60
40 C 1.6329 2.9295 -5.0137  -0.63
41 C 1.6494 2.0420 -6.0777  0.26
42 C 2.8761 1.7254 -6.6517  -0.67
43 C 4.0352 2.3023 -6.1431  -0.07
44 C 3.9178 3.1759 -5.0740  -0.40
45 H 0.6999 3.2108 -4.5339  0.60
46 H 0.7282 1.6086 -6.4502  0.32
47 H 2.9286 1.0346 -7.4882  0.38
48 H 5.0065 2.0765 -6.5685  0.38
49 H 4.7937 3.6491 -4.6392  0.39
50 N 7.3946 2.1452 -4.9060  -0.36
51 C 8.2130 3.1570 -4.5431  0.05
52 C 9.4398 3.4067 -5.1370  -0.61
53 C 9.8572 2.5663 -6.1637  -0.12
54 C 9.0372 1.5143 -6.5586  -0.54
55 C 7.8259 1.3472 -5.9068  -0.19
56 H 7.8446 3.7828 -3.7354  0.28
57 H 10.0552 4.2359 -4.8068  0.36
58 H 10.8133 2.7299 -6.6523  0.36
59 H 9.3339 0.8414 -7.3551  0.35
60 H 7.1491 0.5429 -6.1812  0.42
61 N -2.2581 5.3997 -6.7998  -0.43
62 C -2.3869 6.7432 -6.8600  -0.29
63 C -1.3149 7.6172 -6.9442  -0.31
64 C -0.0307 7.0835 -6.9642  -0.38
65 C 0.1345 5.7036 -6.9016  -0.33
66 C -0.9991 4.9108 -6.8228  -0.11
67 H -3.4086 7.1112 -6.8380  0.35
68 H -1.4773 8.6879 -6.9927  0.35
69 H 0.8343 7.7372 -7.0282  0.36
70 H 1.1221 5.2566 -6.9145  0.39
71 H -0.9226 3.8281 -6.7755  0.40
72 N -4.2382 -1.7101 -0.6366  0.09
73 C -5.4894 -1.9554 -1.0833  -0.34
74 C -6.6004 -2.0340 -0.2588  -0.71
75 C -6.4194 -1.8544 1.1085  -0.20
76 C -5.1423 -1.6022 1.5991  -0.83
77 C -4.0939 -1.5383 0.6954  -0.63
78 H -5.5786 -2.0916 -2.1571  0.38
79 H -7.5828 -2.2310 -0.6726  0.56
80 H -7.2663 -1.9103 1.7862  0.43
81 H -4.9680 -1.4583 2.6594  0.53
82 H -3.0791 -1.3404 1.0288  0.72
83 N -3.3979 2.9428 2.4140  -0.46
84 C -3.7616 3.9557 3.2306  -0.29
85 C -5.0295 4.0907 3.7733  -0.29
86 C -5.9860 3.1316 3.4577  -0.43
87 C -5.6422 2.0774 2.6177  -0.15
88 C -4.3474 2.0260 2.1270  -0.27
89 H -2.9813 4.6803 3.4445  0.35
90 H -5.2655 4.9236 4.4259  0.35
91 H -6.9910 3.2047 3.8631  0.36
92 H -6.3649 1.3142 2.3522  0.40
93 H -4.0294 1.2209 1.4705  0.44
94 N -9.7116 -1.1408 -1.4488  -0.33
95 C -9.5973 -0.1576 -0.5292  -0.13
96 C -10.6611 0.6142 -0.0901  -0.65
97 C -11.9196 0.3675 -0.6283  -0.16
98 C -12.0689 -0.6372 -1.5788  -0.42
99 C -10.9461 -1.3583 -1.9520  -0.24
100 H -8.5948 -0.0013 -0.1416  0.50
101 H -10.5118 1.3892 0.6531  0.34
102 H -12.7771 0.9529 -0.3096  0.36
103 H -13.0362 -0.8538 -2.0177  0.34
104 H -11.0118 -2.1551 -2.6876  0.36
105 N 8.0502 5.4126 -1.1127  -0.56
106 C 8.8800 5.7840 -0.1133  -0.24
107 C 8.9102 5.1733 1.1302  -0.50
108 C 8.0341 4.1195 1.3674  -0.06
109 C 7.1660 3.7152 0.3584  -0.63
110 C 7.2123 4.3853 -0.8534  -0.12
111 H 9.5420 6.6129 -0.3460  0.35
112 H 9.5997 5.5115 1.8953  0.36
113 H 8.0278 3.6171 2.3304  0.49
114 H 6.4708 2.8976 0.5120  0.48
115 H 6.5573 4.1047 -1.6735  0.48
116 N -1.0014 -2.5425 5.8749  -0.31
117 C -0.1716 -2.1711 6.8743  -0.27
118 C -0.1414 -2.7818 8.1178  -0.48
119 C -1.0175 -3.8356 8.3550  0.22
120 C -1.8856 -4.2399 7.3460  -0.48
121 C -1.8393 -3.5698 6.1342  -0.33
122 H 0.4904 -1.3422 6.6416  0.37
123 H 0.5482 -2.4436 8.8829  0.35
124 H -1.0237 -4.3380 9.3180  0.21
125 H -2.5808 -5.0575 7.4995  0.37
126 H -2.4943 -3.8504 5.3141  0.36
127 N -0.9362 -5.4910 -4.2724  -0.16
128 C -2.0446 -6.0654 -4.7890  -0.28
129 C -2.0281 -6.9529 -5.8530  -0.56
130 C -0.8014 -7.2695 -6.4270  -0.18
131 C 0.3577 -6.6926 -5.9184  -0.59
132 C 0.2403 -5.8190 -4.8493  0.21
133 H -2.9775 -5.7841 -4.3092  0.39
134 H -2.9493 -7.3863 -6.2255  0.36
135 H -0.7489 -7.9603 -7.2635  0.35
136 H 1.3290 -6.9184 -6.3438  0.38
137 H 1.1162 -5.3458 -4.4145  0.03
138 N -2.5542 -5.3633 11.1540  -0.34
139 C -1.7244 -4.9919 12.1534  0.00
140 C -1.6941 -5.6026 13.3969  -0.62
141 C -2.5703 -6.6564 13.6341  -0.11
142 C -3.4384 -7.0607 12.6251  -0.48
143 C -3.3920 -6.3906 11.4133  -0.15
144 H -1.0623 -4.1630 11.9207  0.34
145 H -1.0046 -5.2644 14.1620  0.33
146 H -2.5765 -7.1588 14.5971  0.35
147 H -4.1336 -7.8783 12.7786  0.34
148 H -4.0470 -6.6712 10.5932  0.35
149 N 7.0642 3.8234 4.6146  -0.25
150 C 5.8129 3.5781 4.1679  0.21
151 C 4.7019 3.4995 4.9923  -0.69
152 C 4.8830 3.6791 6.3596  -0.18
153 C 6.1600 3.9313 6.8503  -0.44
154 C 7.2084 3.9952 5.9466  -0.29
155 H 5.7237 3.4419 3.0940  0.17
156 H 3.7195 3.3025 4.5785  0.38
157 H 4.0361 3.6232 7.0373  0.37
158 H 6.3344 4.0752 7.9105  0.35
159 H 8.2233 4.1931 6.2800  0.35

Summary:
HOMO energy: -3.425 eV
Energy: -4286.215642 Ha
Strongest force on any atom: 8.8 eV/Å
Net charge: -1
Orbital gap: 5.3 eV

***

2.
The following is a quantum chemistry calculation of one molecule with the formula C6H10N2O2 in a non-equilibrium geometry, from OMol25.

Last column: Mulliken charge in e.
Cartesian coordinates (Å):
1 C 1.4565 0.6845 -0.7577  0.27
2 C 1.9687 0.2350 0.5253  0.70
3 C 1.9968 1.3736 -1.7308  -1.10
4 C -0.4810 -1.4012 0.0534  -0.42
5 C 0.9793 -1.8157 -0.1447  -0.68
6 C -1.1831 0.9987 1.5351  -0.94
7 N -0.6548 -0.1219 -0.5990  -0.21
8 N -1.3636 0.8069 0.0443  -0.16
9 O 2.3894 0.8902 1.4492  -0.58
10 O 1.7702 -1.1373 0.7881  -0.41
11 H 1.4506 1.5575 -2.6086  0.31
12 H 2.9752 1.7193 -1.6481  0.33
13 H -1.1183 -1.9750 -0.5554  0.43
14 H -0.4800 -1.5764 1.1847  0.22
15 H 1.2590 -2.7837 0.1626  0.44
16 H 1.1645 -1.6878 -1.1390  0.47
17 H -2.2258 1.1653 2.0788  0.26
18 H -0.9037 0.1761 2.0871  0.38
19 H -0.5540 1.7587 1.6563  0.40
20 H -1.4753 1.6813 -0.4744  0.30

Summary:
HOMO energy (alpha / beta): -7.929 / -7.797 eV
Energy: -494.402196 Ha
Energy relative to the best compared isomer or geometry (same formula, charge and spin): 151.6 kcal per mole
Strongest force on any atom: 5.9 eV/Å
Orbital gap (alpha / beta): 8.3 / 7.8 eV

***

3.
The following is a quantum chemistry calculation of C30H34AsBr2GeINO8SW as an isolated structure, from OMol25.

Last column: Mulliken charge in e.
Cartesian coordinates (Å):
1 W 0.4271 -0.0252 0.3235  1.19
2 C -0.2710 -3.7936 4.3223  -1.52
3 C -1.3081 -3.7672 3.2409  0.74
4 C -2.2793 -4.7986 3.1790  -0.84
5 C -3.2553 -4.7478 2.2352  -1.03
6 C -3.3045 -3.6497 1.3453  1.57
7 C -4.3263 -3.4564 0.3813  -0.12
8 Br -5.6942 -4.7366 0.1671  -0.19
9 C -4.3598 -2.3360 -0.3926  -0.58
10 C -3.3455 -1.3692 -0.2604  0.56
11 Br -3.5088 0.1905 -1.2965  -0.14
12 C -2.2971 -1.5388 0.6110  -1.10
13 O -1.3106 -0.6207 0.6982  0.15
14 C -2.2813 -2.6844 1.4642  -0.03
15 N -1.2958 -2.7696 2.3878  0.13
16 H -0.7246 -4.0703 5.2743  0.55
17 H 0.2012 -2.8190 4.4170  0.15
18 H 0.4987 -4.5344 4.0986  0.27
19 H -2.2387 -5.6094 3.8938  0.49
20 H -4.0098 -5.5190 2.1701  0.37
21 H -5.1554 -2.1761 -1.1047  0.48
22 O 4.6102 -1.6247 1.2486  -0.68
23 As 3.7137 -0.1317 1.2495  1.16
24 O 3.6819 0.5778 2.6931  -0.70
25 O 2.1703 -0.7056 0.6241  0.06
26 C 4.5262 0.7278 -0.2602  -0.39
27 C 5.8833 0.5020 -0.4398  -0.79
28 C 6.5695 1.1422 -1.4655  -0.66
29 C 5.9090 2.0114 -2.3140  -0.71
30 C 4.5507 2.2468 -2.1467  -0.64
31 C 3.8726 1.6042 -1.1233  0.44
32 S 2.1495 1.8980 -1.0067  1.90
33 O 1.8408 3.1015 -1.7026  -0.68
34 O 1.7808 1.8584 0.4419  -0.69
35 O 1.4500 0.6655 -1.5352  -0.59
36 H 4.8371 -1.8758 2.1555  0.35
37 H 6.4065 -0.1773 0.2185  0.51
38 H 7.6276 0.9585 -1.5927  0.41
39 H 6.4449 2.5131 -3.1078  0.42
40 H 4.0153 2.9269 -2.7937  0.55
41 C -4.0675 6.7942 -2.2206  -1.54
42 C -3.2435 5.7024 -1.6145  0.57
43 C -2.9805 5.6837 -0.2461  -0.82
44 C -2.2054 4.6957 0.3230  0.85
45 C -1.9625 4.7300 1.8093  -1.76
46 C -1.6936 3.6634 -0.5146  1.15
47 C -0.9877 2.6334 0.1383  -0.07
48 O -0.6560 1.5354 -0.3980  0.04
49 C -1.9241 3.6859 -1.9237  0.74
50 C -1.3174 2.7045 -2.8821  -1.02
51 C -2.6998 4.7072 -2.4286  -1.05
52 H -4.6076 7.3591 -1.4642  0.38
53 H -4.7802 6.3893 -2.9389  0.39
54 H -3.4186 7.4854 -2.7632  0.32
55 H -3.3929 6.4623 0.3831  0.35
56 H -2.3923 5.6345 2.2323  0.40
57 H -0.8982 4.7290 2.0495  0.37
58 H -2.4239 3.8778 2.3107  0.39
59 H -0.7089 2.7692 1.1827  0.18
60 H -1.6786 1.6916 -2.7161  0.08
61 H -0.2346 2.6848 -2.7734  0.10
62 H -1.5584 2.9964 -3.9023  0.46
63 H -2.8833 4.7465 -3.4956  0.45
64 C 2.7936 -3.4922 -1.5333  -1.26
65 Ge 1.2318 -3.4486 -0.3672  0.80
66 C -0.1205 -4.7869 -0.8136  -1.15
67 C 1.8239 -3.6035 1.4813  -0.76
68 C 0.3190 -1.7320 -0.8665  -2.16
69 H 3.3322 -4.4341 -1.4230  0.41
70 H 3.4669 -2.6845 -1.2415  0.25
71 H 2.5234 -3.3712 -2.5820  0.38
72 H -0.2605 -4.8629 -1.8918  0.37
73 H -1.0730 -4.5131 -0.3573  0.26
74 H 0.1611 -5.7714 -0.4381  0.39
75 H 1.7756 -4.6481 1.7920  0.55
76 H 1.2105 -3.0031 2.1485  -0.08
77 H 2.8588 -3.2748 1.5393  0.28
78 H 0.8291 -1.4486 -1.7902  1.00
79 H -0.7240 -1.9487 -1.1018  0.59
80 I 0.3670 0.2746 2.9993  -0.21

Summary:
HOMO energy: -10.831 eV
Energy: -12043.820264 Ha
Energy relative to the best compared isomer or geometry (same formula, charge and spin): 0.0 kcal per mole
Strongest force on any atom: 0.4 eV/Å
Net charge: +1
Orbital gap: 6.4 eV

***

4.
The following is a quantum chemistry calculation of one molecule with the formula C11H12ClN3OS, from OMol25.

Last column: Mulliken charge in e.
Cartesian coordinates (Å):
1 C 3.2945 1.7574 -1.2631  -1.07
2 C 3.0689 1.6697 0.2428  -0.48
3 O 1.7480 1.2830 0.5740  -0.46
4 C 1.3683 -0.0185 0.4573  0.31
5 C 2.2042 -1.0752 0.1197  -0.42
6 C 1.7145 -2.3690 0.0466  -0.92
7 C 0.3813 -2.6090 0.3124  -0.04
8 Cl -0.2446 -4.2176 0.2203  -0.24
9 C -0.4671 -1.5670 0.6546  -0.69
10 C 0.0117 -0.2749 0.7306  1.02
11 C -0.8527 0.9024 1.0696  -0.49
12 S -2.4525 0.4883 1.8271  -0.24
13 C -3.3761 0.2227 0.3856  0.41
14 N -2.9785 0.4116 -0.8554  -0.42
15 C -4.0631 0.0741 -1.5832  -0.08
16 N -5.0945 -0.3056 -0.8732  -0.74
17 N -4.6557 -0.2137 0.3937  0.21
18 H 2.5832 2.4528 -1.7012  0.30
19 H 3.1599 0.7876 -1.7355  0.35
20 H 4.3024 2.1110 -1.4615  0.39
21 H 3.7986 0.9997 0.7129  0.35
22 H 3.1761 2.6614 0.6914  0.36
23 H 3.2490 -0.9115 -0.0890  0.34
24 H 2.3724 -3.1814 -0.2178  0.42
25 H -1.5036 -1.7762 0.8658  0.36
26 H -1.0817 1.4741 0.1688  0.34
27 H -0.3412 1.5488 1.7834  0.49
28 H -4.0731 0.1148 -2.6521  0.45
29 H -5.2488 -0.4401 1.1752  0.20

Summary:
HOMO energy: -8.432 eV
Energy: -1524.252839 Ha
Energy relative to the best compared isomer or geometry (same formula, charge and spin): 12.0 kcal per mole
Strongest force on any atom: 1.0 eV/Å
Structure (SMILES): CCOc1ccc(Cl)cc1CSc1ncn[nH]1
Orbital gap: 9.0 eV

***

5.
The following is a quantum chemistry calculation of a 15-piece molecular cluster, C5H40N2O14 overall in a non-equilibrium geometry, from OMol25.

Last column: Mulliken charge in e.
Cartesian coordinates (Å):
1 C -3.1857 -2.1425 0.9137  -1.66
2 C -2.4112 -0.8141 1.0287  0.21
3 C -1.2015 -0.8660 0.0588  -1.83
4 C -0.4652 0.4182 0.0801  2.29
5 N 0.7335 0.2158 0.9116  0.85
6 C 1.9693 0.7261 0.4472  -0.68
7 N 3.0270 0.1866 0.0015  -0.83
8 H -3.5093 -2.4747 -0.1276  0.32
9 H -2.7831 -3.0265 1.1297  0.43
10 H -4.0750 -1.9632 1.5274  0.39
11 H -2.0366 -0.7355 2.0184  0.24
12 H -3.0109 0.0249 0.6252  0.17
13 H -1.4580 -1.0994 -0.8128  1.43
14 H -0.6095 -1.7987 0.2755  -0.22
15 H -0.1922 0.5892 -1.0897  -0.37
16 H -0.9377 1.3439 0.5912  -1.21
17 H 0.8020 -0.7345 1.2553  -0.18
18 H 1.9769 1.8423 0.3870  0.86
19 H 2.8675 -0.8736 -0.1398  0.29
20 H -1.3558 1.3409 3.8271  0.36
21 H -2.4008 1.6846 2.8389  0.30
22 O -2.2453 1.2988 3.6931  -0.65
23 H -3.2958 0.7687 -1.2959  0.25
24 H -2.9406 1.8391 -2.3525  0.42
25 O -3.1951 1.7473 -1.4611  -0.75
26 H 2.1195 1.8051 -3.0621  0.28
27 H 0.9970 0.6721 -3.1413  0.24
28 O 1.2416 1.5905 -2.8133  -0.57
29 H 2.6025 -3.3434 0.5075  0.29
30 H 3.3401 -3.7002 -0.6510  0.26
31 O 2.5572 -3.2452 -0.4592  -0.48
32 H 3.0654 1.1944 2.6165  0.35
33 H 4.0032 1.8142 1.4746  0.26
34 O 3.4120 1.9793 2.1161  -0.65
35 H 0.5162 -0.5079 3.4462  0.23
36 H -0.2477 -1.6437 4.0432  0.27
37 O 0.4463 -1.4086 3.3814  -0.56
38 H -0.0472 2.3663 2.3055  0.23
39 H 1.3456 2.5387 2.9531  0.29
40 O 0.4988 2.1196 3.0239  -0.66
41 H 0.0735 -2.9512 -2.7087  0.34
42 H 1.5298 -2.5138 -2.7364  0.31
43 O 0.8092 -2.6156 -3.3301  -0.73
44 H -2.3964 2.5653 -0.1670  0.33
45 H -2.4392 3.9138 0.4390  0.28
46 O -1.9825 3.1412 0.3202  -0.46
47 H 1.0895 3.0067 -1.6698  0.36
48 H 0.2459 3.1805 -0.3854  0.30
49 O 1.1407 3.4117 -0.7069  -0.73
50 H 1.3763 -3.7235 2.7103  0.31
51 H 2.1041 -2.4750 2.6117  0.31
52 O 2.1694 -3.4002 2.2677  -0.72
53 H -1.5565 2.2604 -3.7440  0.33
54 H -1.9735 0.8844 -4.2024  0.30
55 O -2.2792 1.7094 -3.9748  -0.70
56 H 0.0975 0.2275 -5.0726  0.23
57 H 0.2849 -1.1669 -4.0768  0.43
58 O 0.0295 -0.0826 -4.3000  -0.63
59 H 0.1042 -3.7825 -0.0854  0.32
60 H -1.4176 -4.2995 0.0498  0.25
61 O -0.9047 -3.7201 -0.4664  -0.64

Summary:
HOMO energy: -8.484 eV
Energy: -1377.179727 Ha
Energy relative to the best compared isomer or geometry (same formula, charge and spin): 194.7 kcal per mole
Strongest force on any atom: 13.4 eV/Å
Orbital gap: 8.4 eV

***

6.
The following is a quantum chemistry calculation of one molecule with the formula C5H9NS in a non-equilibrium geometry, from OMol25.

Last column: Mulliken charge in e.
Cartesian coordinates (Å):
1 C 0.6008 0.9516 -0.9122  -0.67
2 C 0.3858 -0.4649 -1.3425  -0.45
3 N 0.3986 -1.2999 -0.1602  -0.38
4 C -0.8271 -1.1642 0.6079  -0.53
5 C -0.7318 0.2720 1.2557  -0.46
6 C 0.3859 1.0209 0.5939  -0.35
7 S 1.6866 -0.6543 0.8822  -0.17
8 H 1.5869 1.2456 -1.3131  0.26
9 H -0.1062 1.4763 -1.4441  0.36
10 H -0.5483 -0.6301 -1.9300  0.31
11 H 1.2299 -0.6962 -1.8378  0.35
12 H -0.8709 -1.8928 1.3028  0.30
13 H -1.6393 -1.3242 -0.0490  0.37
14 H -1.7769 0.7550 1.0934  0.28
15 H -0.5228 0.4082 2.2749  0.33
16 H 0.7489 1.9968 0.9780  0.44

Summary:
HOMO energy: -8.758 eV
Energy: -648.770539 Ha
Energy relative to the best compared isomer or geometry (same formula, charge and spin): 51.8 kcal per mole
Strongest force on any atom: 4.2 eV/Å
Structure (SMILES): C1CN2CCC1S2
Orbital gap: 9.6 eV